DFT (the ωB97M-V functional and the def2-TZVPD basis) results for 9 unconnected molecules or ions with the total composition C60H57Cl6N3O6 at a distorted geometry.

Structure (XYZ):
```
132
Properties=species:S:1:pos:R:3
Cl 34.540 28.705 -20.966
C 34.679 30.288 -21.815
C 35.241 30.079 -23.215
Cl 36.841 29.430 -23.217
H 35.220 30.987 -21.188
H 33.648 30.601 -21.969
H 35.187 31.031 -23.750
H 34.591 29.433 -23.805
Cl 29.002 32.005 -21.065
C 30.328 30.778 -21.159
C 31.007 30.536 -19.817
Cl 32.203 31.854 -19.571
H 31.062 30.995 -21.935
H 29.902 29.856 -21.557
H 31.567 29.656 -20.134
H 30.222 30.534 -19.072
Cl 25.402 28.885 -19.178
C 26.961 28.669 -19.941
C 27.854 27.678 -19.183
Cl 29.447 27.455 -19.989
H 27.481 29.617 -20.066
H 26.838 28.219 -20.924
H 27.413 26.688 -19.090
H 27.994 28.001 -18.151
C 29.608 30.492 -27.650
C 30.664 30.808 -26.593
C 31.962 31.492 -27.106
C 31.667 32.446 -28.208
N 31.459 33.173 -29.070
H 28.689 30.302 -27.093
H 29.901 29.571 -28.158
H 29.470 31.283 -28.383
H 30.831 29.936 -25.961
H 30.213 31.511 -25.884
H 32.606 30.728 -27.538
H 32.417 32.084 -26.316
C 27.854 28.969 -23.767
C 28.562 27.772 -24.448
C 29.839 27.299 -23.729
C 30.990 28.216 -23.679
N 31.848 28.982 -23.629
H 28.517 29.798 -23.524
H 27.476 28.537 -22.833
H 26.904 29.271 -24.209
H 28.651 28.032 -25.499
H 27.956 26.885 -24.267
H 30.141 26.349 -24.177
H 29.630 26.982 -22.703
C 25.095 31.206 -29.326
C 24.248 30.402 -28.332
C 25.006 30.046 -27.056
C 25.907 28.877 -27.196
N 26.600 27.966 -27.262
H 24.502 31.445 -30.207
H 25.964 30.621 -29.636
H 25.502 32.132 -28.925
H 23.906 29.468 -28.785
H 23.304 30.868 -28.044
H 24.289 29.857 -26.254
H 25.557 30.906 -26.669
C 33.254 24.974 -20.717
C 33.849 23.994 -19.934
C 33.261 22.768 -19.809
C 32.069 22.488 -20.524
C 31.426 23.511 -21.216
C 32.026 24.766 -21.293
C 30.117 23.261 -21.886
O 29.412 24.208 -22.180
C 29.691 21.871 -22.050
C 28.661 21.564 -22.949
C 28.129 20.267 -22.943
C 28.801 19.266 -22.248
C 29.825 19.542 -21.369
C 30.296 20.860 -21.274
C 31.505 21.125 -20.426
O 31.987 20.255 -19.745
H 33.587 25.995 -20.862
H 34.811 24.193 -19.478
H 33.830 22.006 -19.295
H 31.523 25.538 -21.862
H 28.221 22.342 -23.556
H 27.269 20.106 -23.578
H 28.395 18.266 -22.346
H 30.197 18.745 -20.743
C 27.417 35.003 -29.196
C 28.621 34.527 -28.682
C 28.548 33.834 -27.483
C 27.338 33.641 -26.811
C 26.166 34.209 -27.312
C 26.202 34.820 -28.570
C 24.844 34.074 -26.625
O 23.840 34.566 -27.087
C 24.868 33.427 -25.298
C 23.708 33.286 -24.526
C 23.724 32.611 -23.302
C 24.904 32.200 -22.752
C 26.089 32.427 -23.447
C 26.074 32.982 -24.711
C 27.369 33.020 -25.467
O 28.395 32.630 -24.956
H 27.359 35.659 -30.060
H 29.534 34.739 -29.214
H 29.475 33.603 -26.975
H 25.277 35.127 -29.037
H 22.768 33.650 -24.918
H 22.721 32.466 -22.920
H 24.969 31.574 -21.870
H 27.028 32.066 -23.049
C 33.520 22.491 -23.750
C 32.881 23.615 -24.291
C 31.719 23.442 -24.997
C 31.152 22.177 -25.205
C 31.860 21.048 -24.774
C 32.963 21.240 -23.972
C 31.248 19.671 -24.890
O 31.793 18.700 -24.416
C 29.993 19.515 -25.639
C 29.432 18.270 -25.938
C 28.268 18.170 -26.703
C 27.632 19.300 -27.129
C 28.139 20.574 -26.815
C 29.347 20.661 -26.145
C 29.850 22.051 -25.862
O 29.204 23.033 -26.149
H 34.405 22.691 -23.163
H 33.213 24.619 -24.061
H 31.148 24.272 -25.399
H 33.422 20.434 -23.409
H 30.010 17.441 -25.549
H 27.940 17.172 -26.962
H 26.697 19.190 -27.666
H 27.609 21.463 -27.122
```

Computed properties:
Electronic energy in hartree: -5697.45975
Lowest unoccupied orbital energy in eV: -1.219
Gap between HOMO and LUMO in hartree: 0.3087
Net charge: 0